1.
The following is a DFT calculation (ωB97M-V/def2-TZVPD) of a cluster of 2 separate species, C4H8P in total in a non-equilibrium geometry.

Positions of all 13 atoms, in Å:
C: -2.075 -0.265 -1.197
C: -1.608 -0.827 -0.097
C: -1.502 1.705 0.930
C: 3.769 -1.385 -0.289
P: -0.697 0.791 -0.506
H: -2.560 -0.134 -2.113
H: -1.569 -1.371 0.770
H: -1.825 2.557 0.510
H: -0.816 1.892 1.802
H: -2.352 1.021 1.277
H: 2.952 -0.663 0.002
H: 3.838 -2.416 -0.246
H: 4.446 -0.903 -0.842

Output
- Energy above the lowest of the compared OMol25 structures with the same formula, charge and spin: 468.97 kJ/mol
- Total charge: +1
- Largest force on an atom: 5.39 eV Å⁻¹
- Gap between HOMO and LUMO (alpha / beta): 10.525 / 3.186 eV
- Molar mass: 87.1 g mol⁻¹

=====

2.
The following is a DFT calculation (ωB97M-V/def2-TZVPD) of a structure of composition C4H8P2 in a non-equilibrium geometry.

Positions of all 14 atoms, in Å:
C: -0.592 -0.011 1.059
C: 0.264 -0.109 -1.211
C: -1.119 0.370 2.393
C: 1.391 -0.938 -1.915
P: -0.961 -1.091 -0.187
P: 0.638 1.108 0.329
H: -0.401 0.422 -1.878
H: -2.213 0.408 2.306
H: -0.976 1.438 2.529
H: -0.827 -0.110 3.348
H: 2.329 -1.199 -1.361
H: 1.835 -0.494 -2.830
H: 0.835 -1.862 -2.256
H: -0.203 2.067 -0.328

Output
- Energy above the lowest of the compared OMol25 structures with the same formula, charge and spin: 153.82 kJ/mol
- Largest force on an atom: 2.67 eV Å⁻¹
- Gap between HOMO and LUMO: 8.575 eV
- Molar mass: 118.1 g mol⁻¹

=====

3.
The following is a DFT calculation (ωB97M-V/def2-TZVPD) of the molecule C4H8P4S in a non-equilibrium geometry.

Positions of all 17 atoms, in Å:
C: -1.515 -1.502 0.831
C: 0.055 -0.998 -1.155
C: 0.186 0.676 0.618
C: 0.517 0.246 -0.584
P: -2.012 -2.725 2.011
P: 1.344 2.902 -1.145
P: -0.071 2.042 1.497
P: 2.058 0.910 -1.482
S: -1.010 -2.172 -0.654
H: -0.879 -0.556 1.041
H: 0.487 -1.266 -2.189
H: -3.490 -2.684 2.034
H: -1.983 -4.024 1.191
H: 2.172 3.660 -1.921
H: 2.251 3.038 -0.055
H: 0.652 1.805 2.620
H: 1.237 0.647 -2.657

Output
- Energy above the lowest of the compared OMol25 structures with the same formula, charge and spin: 455.48 kJ/mol
- Largest force on an atom: 3.50 eV Å⁻¹
- Gap between HOMO and LUMO (alpha / beta): 6.712 / 6.739 eV
- Molar mass: 212.1 g mol⁻¹

=====

4.
The following is a DFT calculation (ωB97M-V/def2-TZVPD) of the molecule C4H8S in a non-equilibrium geometry.

Positions of all 13 atoms, in Å:
C: 2.312 -0.752 0.081
C: 1.583 0.375 -0.553
C: 0.453 0.898 0.317
C: -0.720 -0.012 0.716
S: -2.063 -0.223 -0.275
H: 1.523 -1.462 0.712
H: 2.906 -1.314 -0.874
H: 3.388 -0.394 0.737
H: 2.140 1.270 -0.971
H: 1.040 -0.141 -1.293
H: 0.008 1.569 -0.352
H: 1.020 1.433 1.144
H: -0.776 -0.456 1.934

Output
- Structure (SMILES): CCCC=S
- Energy above the lowest of the compared OMol25 structures with the same formula, charge and spin: 265.32 kJ/mol
- Largest force on an atom: 4.99 eV Å⁻¹
- Gap between HOMO and LUMO: 8.328 eV
- Molar mass: 88.2 g mol⁻¹

=====

5.
The following is a DFT calculation (ωB97M-V/def2-TZVPD) of a structure of composition C4H8S in a non-equilibrium geometry.

Positions of all 13 atoms, in Å:
C: 0.640 -0.334 -1.076
C: -0.113 0.569 -0.082
C: 0.531 0.111 1.283
C: -0.771 -0.448 0.910
H: 1.286 0.363 -2.128
H: 0.070 -1.332 -1.852
H: 1.407 -0.891 -0.304
H: -1.531 1.386 -1.634
H: 1.534 -0.339 1.274
H: 0.301 0.690 2.297
H: -1.657 -0.253 1.401
H: -0.894 -1.505 0.469
S: -0.804 1.982 -0.559

Output
- Energy above the lowest of the compared OMol25 structures with the same formula, charge and spin: 407.19 kJ/mol
- Largest force on an atom: 6.44 eV Å⁻¹
- Gap between HOMO and LUMO: 9.496 eV
- Molar mass: 88.2 g mol⁻¹

=====

6.
The following is a DFT calculation (ωB97M-V/def2-TZVPD) of the molecule C4H8S in a non-equilibrium geometry.

Positions of all 13 atoms, in Å:
C: 1.805 0.148 -2.286
C: 0.570 -0.155 -1.463
C: 0.668 -0.337 -0.112
C: -0.644 -0.747 0.472
S: -1.231 0.417 1.658
H: 2.849 0.104 -1.684
H: 1.721 -0.289 -3.330
H: 1.569 1.320 -2.316
H: -0.450 -0.109 -1.971
H: 1.582 -0.062 0.626
H: -1.304 -0.471 -0.492
H: -0.746 -1.797 0.998
H: 0.083 1.187 1.971

Output
- Structure (SMILES): C/C=C/CS
- Energy above the lowest of the compared OMol25 structures with the same formula, charge and spin: 250.99 kJ/mol
- Largest force on an atom: 4.03 eV Å⁻¹
- Gap between HOMO and LUMO: 9.633 eV
- Molar mass: 88.2 g mol⁻¹

=====

7.
The following is a DFT calculation (ωB97M-V/def2-TZVPD) of the molecule C4H8S in a non-equilibrium geometry.

Positions of all 13 atoms, in Å:
C: 0.830 -1.636 0.365
C: 0.047 -0.458 0.791
S: -1.400 0.016 -0.307
C: 0.286 0.927 0.292
C: 1.330 1.266 -0.736
H: 1.913 -1.566 0.522
H: 0.617 -1.997 -0.628
H: 0.536 -2.510 1.034
H: -0.423 -0.526 1.706
H: 0.094 1.713 1.060
H: 1.290 0.491 -1.582
H: 1.090 2.231 -1.175
H: 2.334 1.313 -0.302

Output
- Structure (SMILES): C[C@@H]1S[C@@H]1C
- Energy above the lowest of the compared OMol25 structures with the same formula, charge and spin: 40.07 kJ/mol
- Largest force on an atom: 2.74 eV Å⁻¹
- Gap between HOMO and LUMO: 9.619 eV
- Molar mass: 88.2 g mol⁻¹

=====

8.
The following is a DFT calculation (ωB97M-V/def2-TZVPD) of a structure of composition C4H8S in a non-equilibrium geometry.

Positions of all 13 atoms, in Å:
C: 2.090 -0.062 -0.030
C: 0.638 0.261 0.316
C: -0.265 1.289 -0.289
C: -1.545 0.440 0.161
H: 2.291 0.501 -0.960
H: 2.666 0.385 0.806
H: 2.190 -1.099 -0.261
H: 0.495 0.573 1.385
H: -0.247 2.370 0.073
H: -0.191 1.238 -1.365
H: -2.416 0.647 -0.464
H: -1.578 0.556 1.272
S: -0.545 -1.046 -0.090

Output
- Energy above the lowest of the compared OMol25 structures with the same formula, charge and spin: 72.69 kJ/mol
- Largest force on an atom: 2.82 eV Å⁻¹
- Gap between HOMO and LUMO: 9.513 eV
- Molar mass: 88.2 g mol⁻¹

=====

9.
The following is a DFT calculation (ωB97M-V/def2-TZVPD) of a structure of composition C4H8S2 in a non-equilibrium geometry.

Positions of all 14 atoms, in Å:
C: 2.470 -0.019 -0.639
C: 1.405 -0.322 0.064
C: -2.107 0.191 -0.799
C: 1.188 0.024 1.559
S: -3.171 0.033 -2.059
S: -2.803 0.082 0.738
H: 3.334 0.288 -0.085
H: 2.379 -0.201 -1.740
H: 0.524 -0.827 -0.421
H: 0.339 0.698 1.657
H: 2.074 0.342 1.978
H: 0.915 -0.901 2.110
H: -2.397 0.602 -2.939
H: -4.150 0.010 0.575

Output
- Energy above the lowest of the compared OMol25 structures with the same formula, charge and spin: 354.48 kJ/mol
- Largest force on an atom: 3.55 eV Å⁻¹
- Gap between HOMO and LUMO: 8.841 eV
- Molar mass: 120.2 g mol⁻¹

=====

10.
The following is a DFT calculation (ωB97M-V/def2-TZVPD) of the molecule C4H8S2 in a non-equilibrium geometry.

Positions of all 14 atoms, in Å:
C: 0.472 1.495 0.190
C: 0.624 0.266 -0.687
S: 2.123 -0.695 -0.355
C: -0.584 -0.713 -0.585
C: -1.278 -1.062 0.641
S: -2.338 -0.090 -0.525
H: 0.256 1.265 1.254
H: -0.292 2.080 -0.266
H: 1.428 2.078 0.148
H: 0.697 0.532 -1.732
H: 1.859 -0.952 0.920
H: -0.469 -1.523 -1.322
H: -1.039 -0.539 1.586
H: -1.459 -2.143 0.733

Output
- Structure (SMILES): C[C@@H](S)[C@H]1CS1
- Energy above the lowest of the compared OMol25 structures with the same formula, charge and spin: 84.75 kJ/mol
- Largest force on an atom: 1.85 eV Å⁻¹
- Gap between HOMO and LUMO: 9.662 eV
- Molar mass: 120.2 g mol⁻¹

=====

11.
The following is a DFT calculation (ωB97M-V/def2-TZVPD) of the molecule C4H8S2 in a non-equilibrium geometry.

Positions of all 14 atoms, in Å:
C: -1.857 -0.349 0.149
C: -0.489 -0.140 -0.564
C: 0.489 -1.044 0.022
S: 2.230 -0.405 -0.107
C: 1.865 1.329 0.069
S: -0.064 1.629 -0.120
H: -2.318 -1.369 0.055
H: -2.687 0.259 -0.234
H: -1.813 0.013 1.276
H: -0.610 -0.255 -1.614
H: 0.524 -1.987 -0.494
H: 0.382 -1.218 1.063
H: 2.112 1.566 1.146
H: 2.237 1.970 -0.645

Output
- Structure (SMILES): C[C@@H]1CSCS1
- Energy above the lowest of the compared OMol25 structures with the same formula, charge and spin: 94.15 kJ/mol
- Largest force on an atom: 4.33 eV Å⁻¹
- Gap between HOMO and LUMO: 9.410 eV
- Molar mass: 120.2 g mol⁻¹

=====

12.
The following is a DFT calculation (ωB97M-V/def2-TZVPD) of a cluster of 2 separate species, C4H8S3 in total in a non-equilibrium geometry.

Positions of all 15 atoms, in Å:
C: -1.201 1.518 0.664
C: -0.382 0.934 -0.194
S: 0.201 0.951 -1.839
C: 0.660 -0.074 -0.355
C: 1.901 0.206 0.487
S: 0.427 -1.878 -0.711
H: -1.655 2.368 0.306
H: -1.057 1.093 1.606
H: 1.613 -0.227 1.543
H: 1.903 1.267 0.748
H: 2.692 -0.337 0.007
H: 1.451 -1.844 -1.548
S: -3.813 -0.366 1.016
H: -2.977 -1.027 0.421
H: -4.774 -1.339 0.890

Output
- Structure (SMILES): C=C1S[C@]1(C)S.S
- Energy above the lowest of the compared OMol25 structures with the same formula, charge and spin: 245.16 kJ/mol
- Largest force on an atom: 4.42 eV Å⁻¹
- Gap between HOMO and LUMO: 9.245 eV
- Molar mass: 152.3 g mol⁻¹